Entry from OMol25: a single C16H17N3O molecule (ωB97M-V/def2-TZVPD).

Last column: natural (NBO) charge in e.
Cartesian coordinates (Å):
C1 -2.14 -2.41 0.79  -0.70
C2 -0.89 -1.58 0.93  0.23
N1 -0.04 -1.38 0.00  -0.24
N2 -0.20 -1.93 -1.22  -0.45
C3 0.73 -1.85 -2.22  0.66
O1 0.53 -2.41 -3.27  -0.59
C4 2.00 -1.07 -1.91  -0.32
N3 1.82 0.22 -1.28  -0.61
C5 1.08 1.22 -1.88  0.26
C6 0.66 1.17 -3.21  -0.32
C7 -0.02 2.23 -3.77  -0.18
C8 -0.32 3.36 -3.03  -0.26
C9 0.09 3.42 -1.70  -0.18
C10 0.78 2.37 -1.14  -0.29
C11 -0.61 -0.92 2.21  -0.09
C12 -0.08 0.37 2.23  -0.13
C13 0.20 1.00 3.42  -0.22
C14 -0.05 0.36 4.62  -0.21
C15 -0.58 -0.92 4.62  -0.21
C16 -0.87 -1.56 3.42  -0.20
H1 -2.76 -2.32 1.68  0.24
H2 -2.72 -2.08 -0.06  0.23
H3 -1.88 -3.46 0.64  0.23
H4 -1.04 -2.47 -1.45  0.38
H5 2.60 -1.68 -1.24  0.23
H6 2.54 -0.95 -2.85  0.23
H7 1.73 0.18 -0.28  0.40
H8 0.87 0.30 -3.82  0.22
H9 -0.34 2.17 -4.80  0.21
H10 -0.86 4.18 -3.47  0.21
H11 -0.14 4.29 -1.11  0.21
H12 1.10 2.43 -0.11  0.20
H13 0.09 0.87 1.29  0.21
H14 0.61 2.00 3.42  0.22
H15 0.16 0.85 5.56  0.22
H16 -0.78 -1.43 5.55  0.22
H17 -1.26 -2.56 3.43  0.21

HOMO level: -7.73 eV
SMILES string: C/C(=N\NC(=O)CNc1ccccc1)c1ccccc1
Energy relative to the best compared isomer or geometry (same formula, charge and spin): 108.5 kJ/mol
Multiplicity: 1